Entry 1:
A structure of composition C2H7NO2S in a non-equilibrium geometry, computed with ωB97M-V/def2-TZVPD.

Last column: Mulliken charge in e.
Cartesian coordinates (Å):
C -0.178 1.728 0.215  -0.8034
C -0.031 -0.824 0.859  -0.3712
N 0.729 0.983 1.119  -0.5209
O -1.120 -1.717 -1.246  -0.4957
O 1.434 -1.726 -0.799  -0.5761
S 0.288 -0.823 -0.834  0.5884
H -0.229 2.739 0.501  0.3050
H 0.202 1.615 -0.823  0.3230
H -1.203 1.507 0.203  0.3317
H 0.639 -1.483 1.461  0.2831
H -1.120 -0.862 1.029  0.2822
H 1.494 0.776 0.497  0.3202
H -0.903 -1.913 -2.181  0.3337

Values from the calculation:
E_HOMO (eV): -9.7
Frontier orbital gap (eV): 9.9
Net charge: 0
E (Ha): -683.6810



Entry 2:
A cluster of 3 separate species, C2H7NO4 in total in a non-equilibrium geometry, computed with ωB97M-V/def2-TZVPD.

Last column: Mulliken charge in e.
Cartesian coordinates (Å):
O 0.307 1.689 0.600  -0.4774
C 1.344 1.070 0.403  0.0567
N 1.498 0.256 -0.739  -0.0077
C 2.615 -0.170 -1.303  0.1161
O 3.765 0.128 -0.978  -0.5559
H 2.382 1.351 0.806  0.2997
H 0.601 0.062 -1.147  0.2151
H 2.426 -0.945 -2.034  0.3509
O -2.788 -0.786 1.987  -0.6571
H -2.436 -0.476 2.818  0.3198
H -3.748 -0.623 1.845  0.3213
O -1.628 -0.568 -0.960  -0.6667
H -2.534 -0.548 -1.375  0.3017
H -1.804 -0.440 0.076  0.3837

Values from the calculation:
E_HOMO (eV): -10.1
Frontier orbital gap (eV): 10.5
Net charge: 0
E (Ha): -436.1135
SMILES: O=CNC=O.O.O



Entry 3:
An isolated molecule of C2H7NOSi in a non-equilibrium geometry, computed with ωB97M-V/def2-TZVPD.

Last column: Mulliken charge in e.
Cartesian coordinates (Å):
C 1.792 -0.048 0.466  -0.9364
C 0.961 0.709 -0.463  0.1248
N -0.248 0.450 -0.807  -0.4335
Si -1.471 -0.695 -0.171  0.4494
O -2.865 0.399 0.481  -0.5723
H 2.734 0.442 0.420  0.3108
H 1.572 -0.078 1.614  0.2642
H 1.750 -0.991 -0.011  0.2937
H 1.454 1.524 -1.055  0.3468
H -1.683 -1.577 -1.373  -0.0533
H -1.024 -1.186 1.132  -0.0986
H -2.972 1.051 -0.234  0.3045

Values from the calculation:
E_HOMO (eV): -9.2
Frontier orbital gap (eV): 9.9
Net charge: 0
E (Ha): -499.8784
SMILES: C/C=N\[SiH2]O



Entry 4:
A cluster of 2 separate species, C2H7NP in total in a non-equilibrium geometry, computed with ωB97M-V/def2-TZVPD.

Last column: Mulliken charge in e.
Cartesian coordinates (Å):
C -1.620 -0.745 -0.688  -0.3000
C 1.229 0.268 -0.017  -0.7705
N -0.045 0.575 0.567  -0.1171
P -0.693 1.295 1.753  0.1429
H -1.965 -1.239 0.196  0.3026
H -1.757 0.293 -0.923  0.3474
H 1.430 -0.836 0.113  0.3363
H 2.003 0.649 0.486  0.3880
H 1.090 0.297 -1.092  0.3056
H -0.894 -1.352 -1.261  0.2721
H 0.500 1.834 2.620  0.0927

Values from the calculation:
E_HOMO (alpha / beta) (eV): -14.6 / -14.6
Frontier orbital gap (alpha / beta) (eV): 7.7 / 7.7
Net charge: +1
E (Ha): -476.0751



Entry 5:
A cluster of 2 separate species, C2H7NS in total in a non-equilibrium geometry, computed with ωB97M-V/def2-TZVPD.

Last column: Mulliken charge in e.
Cartesian coordinates (Å):
S -1.711 -0.430 0.106  -0.6226
H -1.591 -1.298 -0.910  0.0341
C 1.498 0.916 1.000  -0.7623
C 0.913 0.087 -1.244  -0.2005
N 1.164 -0.140 0.012  -0.1073
H 2.588 1.017 0.986  0.3121
H 1.192 0.488 1.959  0.3207
H 0.952 1.824 0.729  0.3101
H 0.974 1.121 -1.650  0.1942
H 0.393 -0.680 -1.792  0.3728
H 0.261 -0.629 0.365  0.1486

Values from the calculation:
E_HOMO (eV): -7.6
Frontier orbital gap (eV): 6.6
Net charge: 0
E (Ha): -533.2360



Entry 6:
A cluster of 2 separate species, C2H7NS2 in total in a non-equilibrium geometry, computed with ωB97M-V/def2-TZVPD.

Last column: Mulliken charge in e.
Cartesian coordinates (Å):
C 1.025 0.942 0.453  -0.6279
C 1.537 -0.282 0.601  0.0538
N 0.923 -1.549 0.425  -0.4668
H -0.055 0.828 0.264  0.0165
H 1.434 1.865 0.836  0.3126
H 2.597 -0.392 0.809  0.2867
H -0.077 -1.439 0.271  0.2274
H 1.183 -2.143 1.202  0.2430
S -1.769 1.404 -1.809  -0.2132
S -2.918 -0.191 -0.944  -0.2181
H -0.878 0.554 -2.390  0.2029
H -3.001 0.403 0.282  0.1832

Values from the calculation:
E_HOMO (eV): -8.5
Frontier orbital gap (eV): 8.5
Net charge: 0
E (Ha): -931.4790
SMILES: C=CN.SS